# 1
20
Properties=species:S:1:pos:R:3:nbo_charge:R:1 method="wB97M-V/def2-TZVPD" molar_mass_g_mol=284.1 relative_energy_ev=0.115 charge=+1 max_force_ha_per_bohr=0.0458 multiplicity=1 homo_energy_ev=-12.405
C -0.6729 0.3543 3.6410 0.169
C -1.0326 -1.1179 -0.2727 -0.203
C -0.7595 -0.6125 0.9535 0.157
C 0.6022 0.3935 -0.4414 0.361
C 1.5491 1.1941 -1.0800 -0.226
C 1.6817 1.0630 -2.4407 -0.142
C 0.8921 0.1358 -3.1454 -0.231
C -0.0256 -0.6329 -2.4898 0.042
C -1.7945 -0.4308 3.7227 -0.293
N 0.2649 1.0159 3.4957 -0.250
N -0.1684 -0.4916 -1.1511 -0.269
N 0.2289 0.2975 0.8539 -0.562
I -1.7508 -2.3296 4.4969 0.488
H -1.7427 -1.8524 -0.5873 0.249
H 2.1381 1.8904 -0.5050 0.252
H 2.3920 1.6706 -2.9770 0.246
H 1.0101 0.0320 -4.2115 0.251
H -0.6546 -1.3612 -2.9782 0.239
H -2.7576 -0.0221 3.4500 0.268
H 0.6000 0.8038 1.6666 0.454

=====

# 2
72
Properties=species:S:1:pos:R:3:mulliken_charge:R:1 method="wB97M-V/def2-TZVPD" molar_mass_g_mol=810.9 relative_energy_ev=3.338 charge=-1 max_force_ha_per_bohr=0.0086 multiplicity=1 homo_energy_ev=-3.521
Na -1.3057 0.1007 -2.8333 0.990
F 3.3878 3.8587 -2.7230 -0.294
C 2.4802 4.3902 -1.7667 -0.032
F 3.3445 5.2863 -1.0782 -0.295
F 1.7644 5.2971 -2.5754 -0.291
S 0.9410 1.6464 -2.9203 0.670
O 1.1465 0.2026 -3.1275 -0.537
O -0.3046 2.0684 -3.5771 -0.607
N -0.4701 2.2114 -0.4169 -0.207
S -2.0005 2.5576 -0.8117 0.919
O -2.6390 3.1589 0.3117 -0.533
O -2.5613 1.4145 -1.4787 -0.884
C -2.0479 3.9292 -2.1186 0.642
F -2.5829 3.4763 -3.2479 -0.249
F -0.8698 4.4486 -2.3407 -0.024
F -2.8765 4.8846 -1.6581 -0.245
O 0.1422 1.2426 -1.1897 0.398
C 0.1985 2.5607 0.9147 2.443
C 0.5680 4.0306 1.0285 0.281
C 1.7125 4.5392 1.5668 -0.950
C 1.7112 5.9541 1.6449 -0.753
C 0.5552 6.4966 1.1832 -0.500
S -0.5456 5.2930 0.6796 -0.064
C 1.4528 1.7097 1.0632 -0.524
C 1.7085 0.8426 2.0911 -1.006
C 3.0051 0.2764 2.0329 -0.857
C 3.6913 0.7143 0.9366 -0.731
S 2.8020 1.8258 -0.0010 0.273
C -0.7264 2.2089 2.0751 -0.449
C -0.8484 2.9034 3.2383 -0.832
C -1.7116 2.2745 4.1790 -0.768
C -2.2321 1.1115 3.7066 -0.731
S -1.6830 0.7757 2.1206 0.438
H 2.5450 3.9231 1.8672 0.576
H 2.5518 6.5410 1.9831 0.401
H 0.2993 7.5382 1.0827 0.425
H 1.0171 0.6484 2.8995 0.567
H 3.4066 -0.4064 2.7688 0.450
H 4.6937 0.4498 0.6379 0.484
H -0.3367 3.8398 3.4024 0.552
H -1.9413 2.6766 5.1551 0.426
H -2.9265 0.4483 4.1962 0.470
O -1.2024 -1.6954 -1.4760 -0.927
S -0.4698 -1.4153 -0.1982 1.232
C 1.2709 -1.8348 -0.4967 -0.695
C 1.4956 -3.2294 -0.9806 0.146
C 2.0668 -4.1888 -0.1476 0.019
C 2.2311 -5.4976 -0.5794 -0.760
C 1.8191 -5.8621 -1.8536 -0.439
C 1.2617 -4.9083 -2.6956 -0.715
C 1.1066 -3.5988 -2.2675 -0.167
C -0.9359 -2.7705 0.9638 -1.526
C -1.9651 -3.6799 0.3638 0.278
C -1.5908 -4.8919 -0.2064 0.054
C -2.5420 -5.7176 -0.7871 -0.824
C -3.8764 -5.3364 -0.8092 -0.376
C -4.2542 -4.1230 -0.2511 -0.736
C -3.3024 -3.2991 0.3296 -0.137
H 1.7842 -1.6194 0.4417 0.209
H 1.5736 -1.0738 -1.2209 0.316
H 2.3946 -3.9002 0.8452 0.393
H 2.6817 -6.2306 0.0780 0.374
H 1.9428 -6.8822 -2.1944 0.380
H 0.9504 -5.1848 -3.6949 0.408
H 0.6835 -2.8493 -2.9222 0.409
H -1.3080 -2.2593 1.8521 0.691
H -0.0397 -3.3261 1.2348 0.454
H -0.5466 -5.1812 -0.2083 0.305
H -2.2380 -6.6579 -1.2295 0.399
H -4.6192 -5.9794 -1.2639 0.379
H -5.2913 -3.8138 -0.2746 0.394
H -3.5960 -2.3429 0.7477 0.422

=====

# 3
15
Properties=species:S:1:pos:R:3:nbo_charge:R:1 method="wB97M-V/def2-TZVPD" molar_mass_g_mol=104.0 relative_energy_ev=0.159 charge=0 max_force_ha_per_bohr=0.0903 multiplicity=1 homo_energy_ev=-9.856
C 2.1581 0.5916 -0.4612 -0.609
C 0.7643 -0.0266 -0.6636 -0.388
C -0.0423 0.2338 0.6345 -0.756
B -1.5338 -0.3043 0.5594 0.741
O -1.8414 -1.3789 1.2804 -0.872
S -2.4950 0.4198 -0.7815 -0.197
H 2.8783 -0.0367 -1.1251 0.202
H 2.3368 0.4223 0.6078 0.195
H 2.3845 1.6846 -0.5593 0.213
H 0.3972 0.6080 -1.3862 0.203
H 0.8708 -1.0533 -0.9696 0.209
H 0.5309 -0.3293 1.3655 0.221
H -0.1423 1.3276 0.9045 0.230
H -2.8319 -1.7520 1.2826 0.501
H -3.4343 -0.4068 -0.6882 0.107